No. 1
{"formula": "C3H7NS2", "method": "ωB97M-V/def2-TZVPD", "elements": ["C", "C", "C", "H", "H", "H", "H", "H", "H", "H", "N", "S", "S"], "coordinates": [[0.01090, 0.77250, 0.49019], [-0.27913, -0.69493, 0.55815], [0.73264, -0.20844, -0.41911], [-1.44430, 2.27685, 0.33958], [-1.58860, 1.02352, -0.67321], [0.70737, 1.20436, 1.20658], [0.08062, -1.21417, 1.49458], [-1.40327, -2.53345, -0.50928], [0.48580, -0.16159, -1.47461], [3.03461, 0.08764, -0.75999], [-0.90439, 1.61741, -0.23935], [-1.86491, -1.34993, -0.03838], [2.43267, -0.81977, 0.02484]], "smiles": "NC1[C@@H](S)[C@@H]1S", "e_tot_ev": -26383.7303, "charge": 0, "relative_energy_kj_mol": 139.4, "largest_force_ev_per_a": 2.11}

***

No. 2
{"formula": "C3H7NSi", "method": "ωB97M-V/def2-TZVPD", "elements": ["C", "C", "C", "N", "Si", "H", "H", "H", "H", "H", "H", "H"], "coordinates": [[0.98965, 0.15539, -1.74768], [-0.96131, -1.18315, 0.16172], [1.30356, 0.83687, 0.61823], [0.95420, -0.20623, -2.85218], [-0.58234, 0.50783, 0.77254], [-0.80480, -2.06636, 0.87110], [-2.02087, -1.26995, -0.15960], [-0.22701, -1.33456, -0.69308], [1.49087, 1.93697, 0.54738], [2.19988, 0.21140, 0.64911], [-1.26763, 1.04271, 2.12206], [-1.07420, 1.36909, -0.28957]], "e_tot_ev": -12587.6464, "charge": 0, "relative_energy_kj_mol": 392.9, "largest_force_ev_per_a": 2.65}

***

No. 3
{"formula": "C3H7O", "method": "ωB97M-V/def2-TZVPD", "elements": ["C", "O", "C", "C", "H", "H", "H", "H", "H", "H", "H"], "coordinates": [[1.29200, 0.23152, -0.45758], [0.34174, -0.49213, -0.85328], [2.01144, 0.17354, 0.72119], [-2.91913, -0.01294, 0.40909], [1.65887, 1.03084, -1.14991], [1.94509, -0.72908, 1.32838], [3.03192, 0.55767, 0.72876], [-2.02247, -0.55583, 0.11471], [-3.81566, -0.51076, 0.03277], [-3.06520, 0.04331, 1.48510], [-2.80598, 0.97438, -0.03062]], "e_tot_ev": -5271.5286, "charge": -1, "relative_energy_kj_mol": 15.5, "largest_force_ev_per_a": 0.86}

***

No. 4
{"formula": "C3H7O", "method": "ωB97M-V/def2-TZVPD", "elements": ["C", "C", "C", "O", "H", "H", "H", "H", "H", "H", "H"], "coordinates": [[-2.42376, -0.07221, -1.60447], [1.11025, -0.68285, 2.26022], [-0.34542, 0.86417, -1.47387], [-1.17031, -0.08658, -1.58137], [-2.96190, -0.96437, -1.86329], [-2.93970, 0.79776, -1.26825], [1.95005, -1.33906, 2.32022], [1.09722, -0.03451, 1.33593], [0.37856, -0.60209, 2.97081], [-0.74116, 1.89549, -1.51550], [0.68629, 0.50980, -1.57051]], "e_tot_ev": -5258.3116, "charge": 1, "relative_energy_kj_mol": 501.5, "largest_force_ev_per_a": 3.71}